Record 1
{"formula": "C3H6N2O3", "method": "wB97M-V/def2-TZVPD", "elements": ["O", "O", "O", "N", "N", "C", "C", "C", "H", "H", "H", "H", "H", "H"], "positions_angstrom": [[-0.47, 2.11, -0.11], [1.25, -1.34, -0.51], [1.94, 1.63, 0.41], [1.12, 0.64, 1.05], [-1.19, -1.12, -0.49], [-0.23, 0.93, 0.45], [-1.11, -0.43, 0.79], [0.28, -1.13, -1.18], [1.45, 2.35, -0.07], [-2.15, -0.17, 1.03], [1.47, -0.27, 0.57], [-0.70, -0.86, 1.66], [0.27, -1.08, -2.49], [-1.95, -1.25, -1.11]], "homo_lumo_gap_ha": 0.339, "lumo_energy_ev": -0.070, "max_force_ev_per_a": 7.35, "de_lowest_ev": 6.228, "smiles": "O=CNCC(=O)NO", "homo_energy_ev": -9.30}

Record 2
{"formula": "C8H12N2", "method": "wB97M-V/def2-TZVPD", "elements": ["N", "N", "C", "C", "C", "C", "C", "C", "C", "C", "H", "H", "H", "H", "H", "H", "H", "H", "H", "H", "H", "H"], "positions_angstrom": [[-1.14, 0.52, 0.43], [-3.12, 0.02, -0.36], [0.09, 1.20, 0.90], [0.83, -1.98, 0.73], [-0.98, -0.60, -0.39], [-2.44, 0.80, 0.37], [1.15, 0.42, 0.05], [-2.21, -0.92, -0.81], [0.44, -0.93, -0.31], [1.54, 1.34, -1.14], [2.02, 0.09, 0.57], [-2.56, -1.63, -1.45], [0.24, 2.25, 0.83], [0.24, -2.84, 0.63], [-2.81, 1.67, 0.97], [0.85, -1.34, -1.22], [1.56, 2.34, -0.81], [0.57, -1.66, 1.75], [1.03, 1.21, -2.11], [0.16, 1.12, 2.02], [1.91, -2.09, 0.68], [2.63, 1.00, -1.34]], "homo_lumo_gap_ha": 0.349, "lumo_energy_ev": 0.870, "max_force_ev_per_a": 4.52, "de_lowest_ev": 1.391, "smiles": "C[C@H]1Cn2cncc2[C@@H]1C", "homo_energy_ev": -8.62}